1.
Entry from OMol25: a single C7H12 molecule (the ωB97M-V functional and the def2-TZVPD basis).

Properties
LUMO energy = 1.065 eV
molecular weight = 96.17 g/mol
SMILES string = CC#CCCCC
net charge = 0

```
19
Properties=species:S:1:pos:R:3:lowdin_charge:R:1
C -2.893 0.025 0.330 -0.121
C -1.580 -0.244 -0.399 -0.284
C -0.680 0.987 -0.485 -0.221
C 0.603 0.687 -1.289 -0.213
C 1.735 0.387 -0.421 -0.054
C 2.469 -0.134 0.377 -0.090
C 3.187 -0.994 1.311 -0.113
H -2.719 0.267 1.385 0.073
H -3.421 0.872 -0.124 0.071
H -3.557 -0.845 0.288 0.068
H -1.031 -1.059 0.094 0.113
H -1.793 -0.589 -1.420 0.108
H -0.410 1.322 0.523 0.114
H -1.234 1.809 -0.953 0.108
H 0.456 -0.237 -1.855 0.111
H 0.807 1.458 -2.030 0.105
H 4.008 -0.495 1.830 0.070
H 3.581 -1.866 0.776 0.078
H 2.472 -1.351 2.061 0.078
```


2.
Entry from OMol25: 2 unconnected molecules or ions with the total composition C7H12 (the ωB97M-V functional and the def2-TZVPD basis).

Properties
LUMO energy = 1.172 eV
molecular weight = 96.17 g/mol
SMILES string = CC1C=C1.C=CC
net charge = 0

```
19
Properties=species:S:1:pos:R:3:lowdin_charge:R:1
C -2.037 -0.385 0.732 -0.096
C -1.903 -0.820 -0.718 -0.331
C -0.606 -0.711 -1.466 -0.032
C 1.748 1.921 -0.570 -0.028
C 1.243 1.245 0.458 -0.262
C 1.876 0.037 1.082 -0.113
C -0.960 -1.911 -1.137 -0.023
H -2.261 0.687 0.810 0.069
H -2.846 -0.927 1.238 0.069
H -1.109 -0.577 1.282 0.056
H -2.832 -0.697 -1.288 0.108
H 0.106 -0.031 -1.909 0.086
H 2.688 1.627 -1.036 0.058
H 1.246 2.791 -0.986 0.053
H 2.088 0.208 2.145 0.075
H 0.295 1.569 0.890 0.089
H 1.208 -0.831 1.020 0.055
H 2.815 -0.223 0.582 0.074
H -0.760 -2.972 -1.129 0.093
```


Ordered F_max results: 0.01282 0.00604; unit Eh/bohr.
Ordered frontier orbital gap results: 10.3 10.5; unit eV.
Ordered E_tot results: -7451.8915 -7450.1862; unit eV.